19
Properties=species:S:1:pos:R:3:forces:R:3 method="wB97M-V/def2-TZVPD" total_charge=0 total_energy_ev=-16156.3366 homo_lumo_gap_ev=9.81 de_lowest_kcal_mol=39.1 smiles="C/C=C/C[P@@H](C)=N" fmax_ev_per_a=3.8
C 0.44391 1.19032 0.81522 -1.0 -1.8 2.3
C -0.68930 0.92814 -0.14199 2.7 0.7 1.1
C -2.69522 -0.24270 -0.99361 -1.2 1.9 3.0
C 1.25276 -1.49282 0.56671 -0.5 0.3 -2.0
C -1.61292 0.03439 -0.01106 -1.3 0.3 1.1
N 2.34173 0.93665 -1.07065 -2.3 -0.4 1.9
P 1.90103 0.22311 0.27246 -1.2 1.2 0.6
H 0.80571 2.22139 0.81569 -0.5 0.0 0.4
H 0.06402 0.74419 1.86206 1.3 1.4 -1.8
H -0.41238 1.38919 -1.01206 -0.3 1.2 -2.7
H -2.58262 -1.21914 -1.20533 -0.2 -3.6 -1.3
H -2.68121 0.34800 -1.85973 0.3 0.9 -1.1
H -3.68307 -0.09990 -0.46964 0.8 -0.2 -0.6
H 1.89284 -2.03785 -0.10483 0.4 -1.0 0.2
H 0.22831 -1.67427 0.17322 0.7 0.7 -0.2
H 1.15592 -1.89784 1.55123 0.9 0.1 0.9
H -1.64341 -0.38222 0.99924 -0.5 -0.5 -0.3
H 3.12192 0.63949 -1.54936 2.1 -0.9 -1.2
H 2.79197 0.39188 1.36242 0.0 -0.3 -0.1

9
Properties=species:S:1:pos:R:3:forces:R:3 method="wB97M-V/def2-TZVPD" total_charge=0 total_energy_ev=-86718.9825 homo_lumo_gap_ev=10.07 de_lowest_kcal_mol=40.8 smiles=FC(F)Br.C#CI fmax_ev_per_a=0.8
C 1.35487 -0.56996 -0.60157 0.3 0.4 0.1
C 1.78526 0.51951 -0.34800 0.0 0.7 0.2
C -2.00990 1.70188 0.94877 0.6 -0.2 -0.6
F -3.05351 0.99958 1.37386 -0.4 -0.3 0.1
F -1.78078 2.67962 1.81902 0.1 0.4 0.3
Br -2.40825 2.47205 -0.79806 0.1 -0.1 0.2
I 2.36029 2.39888 0.11313 -0.2 -0.6 -0.2
H 1.03059 -1.53749 -0.85095 -0.2 -0.5 -0.1
H -1.12919 1.05171 0.86089 -0.2 0.2 -0.1

Repeat the second record exactly.
9
Properties=species:S:1:pos:R:3:forces:R:3 method="wB97M-V/def2-TZVPD" total_charge=0 total_energy_ev=-86718.9825 homo_lumo_gap_ev=10.07 de_lowest_kcal_mol=40.8 smiles=FC(F)Br.C#CI fmax_ev_per_a=0.8
C 1.35487 -0.56996 -0.60157 0.3 0.4 0.1
C 1.78526 0.51951 -0.34800 0.0 0.7 0.2
C -2.00990 1.70188 0.94877 0.6 -0.2 -0.6
F -3.05351 0.99958 1.37386 -0.4 -0.3 0.1
F -1.78078 2.67962 1.81902 0.1 0.4 0.3
Br -2.40825 2.47205 -0.79806 0.1 -0.1 0.2
I 2.36029 2.39888 0.11313 -0.2 -0.6 -0.2
H 1.03059 -1.53749 -0.85095 -0.2 -0.5 -0.1
H -1.12919 1.05171 0.86089 -0.2 0.2 -0.1